#one
The following is a DFT calculation (ωB97M-V/def2-TZVPD) of the molecule CH4IN3.

The geometry in ORCA input format:
```
! RIJCOSX wB97M-V def2-TZVPD def2/J DEFGRID3
* xyz 0 1
C -0.08877 0.24800 0.03202
N 1.78365 -1.24459 -0.15105
N 4.70771 -0.53842 0.34784
N 0.47346 -1.03409 -0.04195
I 3.11133 0.19820 -0.05726
H 0.05748 0.98774 -0.78938
H -1.09868 0.35243 0.21148
H 0.42100 0.98963 0.68197
H -0.15679 -1.77865 -0.50776
*
```

Calculated values
HOMO energy (spin up / spin down)   -7.95 / -8.61 eV
Lowest unoccupied orbital energy (spin up / spin down)   0.02 / 0.09 eV
HOMO-LUMO gap (spin up / spin down)   7.97 / 8.71 eV

=====

#two
The following is a DFT calculation (ωB97M-V/def2-TZVPD) of a structure of composition CH4IN3.

The geometry in ORCA input format:
```
! RIJCOSX wB97M-V def2-TZVPD def2/J DEFGRID3
* xyz 0 1
C 0.22496 0.47975 -0.41150
N -1.33361 -0.80837 0.91965
N -0.49144 -1.05875 0.07092
N 1.13723 0.44809 -1.45870
I 0.34074 -0.56731 -3.08649
H -0.75036 1.06054 -0.44405
H 0.65049 0.78708 0.62753
H -1.72175 -1.67454 1.37631
H 1.98206 0.02880 -1.09036
*
```

Calculated values
HOMO energy   -8.25 eV
Lowest unoccupied orbital energy   -0.36 eV
HOMO-LUMO gap   7.89 eV

=====

Least stable structure: #one

=====

#one
The following is a DFT calculation (ωB97M-V/def2-TZVPD) of a cluster of 3 separate species, C4H3NOS2 in total.

The geometry in ORCA input format:
```
! RIJCOSX wB97M-V def2-TZVPD def2/J DEFGRID3
* xyz 0 1
C 1.54545 0.15347 1.11972
C -0.13273 0.19562 -0.51144
C -1.52495 0.58225 -0.66697
C -0.10284 -1.21258 -0.27346
H 1.74903 -1.33120 0.82637
H 0.37245 0.80070 -1.45418
H -2.60275 -0.14133 0.07717
N -0.11805 -2.38465 0.03208
O 0.37551 0.76303 0.62785
S 2.50132 1.11763 2.20171
S -2.06242 1.45706 -1.97884
*
```

Calculated values
HOMO energy   -9.26 eV
Lowest unoccupied orbital energy   -1.79 eV
HOMO-LUMO gap   7.47 eV

=====

#two
The following is a DFT calculation (ωB97M-V/def2-TZVPD) of the molecule C4H3NOS2.

The geometry in ORCA input format:
```
! RIJCOSX wB97M-V def2-TZVPD def2/J DEFGRID3
* xyz 0 1
C -1.79717 0.64667 -0.06221
C 0.54546 0.80894 0.03937
C 1.82787 0.08975 0.00201
C 2.89024 -0.49526 -0.06987
H -1.73108 -1.94109 0.17844
H -1.67346 1.70975 -0.14483
H 3.75278 -1.09506 -0.02296
N -0.59471 -0.00822 0.04060
O 0.49514 2.02110 0.04109
S -0.39241 -1.73482 0.00925
S -3.32266 -0.00176 -0.01090
*
```

Calculated values
SMILES   C#CC(=O)N(S)C=S
HOMO energy   -9.20 eV
Lowest unoccupied orbital energy   -0.86 eV
HOMO-LUMO gap   8.34 eV

=====

Least stable structure: #one

=====

#one
The following is a DFT calculation (ωB97M-V/def2-TZVPD) of a cluster of 2 separate species, C5H10NP in total.

The geometry in ORCA input format:
```
! RIJCOSX wB97M-V def2-TZVPD def2/J DEFGRID3
* xyz 0 1
C -1.98149 0.22584 -0.03727
C -3.43765 -0.02390 -0.12124
C 3.88739 -0.33631 -0.92290
C 3.81634 -1.32302 0.13038
C -2.89933 1.23300 0.56250
N 2.76071 -0.29738 -0.11972
P 1.44713 0.39684 0.61949
H -1.39324 -0.26622 0.65078
H -1.41637 0.46292 -0.98484
H -3.76763 -0.02115 -1.14945
H -3.82634 -0.90899 0.39943
H 3.87683 -0.51351 -1.92753
H -3.04428 1.08489 1.59401
H 3.40689 -2.37008 0.17720
H 4.17069 -1.01186 1.14709
H -2.94189 2.24492 0.23894
H 1.34227 1.42402 -0.25687
*
```

Calculated values
HOMO energy (spin up / spin down)   -8.03 / -7.43 eV
Lowest unoccupied orbital energy (spin up / spin down)   -0.27 / -0.06 eV
HOMO-LUMO gap (spin up / spin down)   7.75 / 7.37 eV

=====

#two
The following is a DFT calculation (ωB97M-V/def2-TZVPD) of the molecule C5H10NP.

The geometry in ORCA input format:
```
! RIJCOSX wB97M-V def2-TZVPD def2/J DEFGRID3
* xyz 0 1
C -0.22162 -1.44467 -0.22602
C -3.11892 -0.23822 -0.59680
C -4.07402 0.47122 0.02884
C 2.02716 0.81836 0.52530
C 2.00688 -0.34317 -0.50438
N 0.61613 -0.62749 -0.84115
P -1.74319 -0.76953 0.48522
H 0.25361 -2.29164 0.34255
H -3.93549 0.92150 0.98276
H 0.03142 0.19825 -1.10258
H -5.09372 0.57487 -0.57667
H 1.21356 0.62678 1.13575
H 2.95362 0.93752 1.09197
H 1.85126 1.73970 0.02598
H 2.48435 -1.25196 -0.05890
H 2.73620 -0.06004 -1.23857
H -2.27330 -1.93036 1.03323
*
```

Calculated values
SMILES   C=C=[PH]=CNCC
HOMO energy (spin up / spin down)   -6.59 / -7.42 eV
Lowest unoccupied orbital energy (spin up / spin down)   -0.52 / 0.30 eV
HOMO-LUMO gap (spin up / spin down)   6.07 / 7.72 eV

=====

Least stable structure: #one

=====

#one
The following is a DFT calculation (ωB97M-V/def2-TZVPD) of a structure of composition C34H37NO5PSTi.

The geometry in ORCA input format:
```
! RIJCOSX wB97M-V def2-TZVPD def2/J DEFGRID3
* xyz 1 1
Ti 0.63332 -0.30986 -0.56903
O -1.78809 -3.55742 -0.14235
C -1.08211 -2.60509 0.05893
O -0.67352 -1.73361 -0.84897
C -0.43697 -2.30962 1.40041
C -0.52921 -3.04471 2.57645
C 0.27658 -2.65923 3.64311
C 1.16017 -1.58975 3.51323
C 1.17164 -0.91460 2.30035
N 0.37410 -1.27484 1.31795
C 2.09768 0.19978 1.87329
O 2.90881 0.73019 2.57351
O 1.89326 0.48411 0.57150
H -1.19370 -3.89402 2.63181
H 0.23591 -3.20840 4.57267
H 1.82548 -1.28645 4.30572
C -4.07124 2.29834 1.88361
C -4.14323 1.27251 0.78601
C -5.42071 0.84502 0.42900
C -5.63935 -0.06281 -0.59285
C -4.55959 -0.56457 -1.30169
C -3.28191 -0.16396 -0.95415
C -3.05581 0.73538 0.08800
P -1.31232 1.20105 0.32982
C -1.05669 1.41265 2.11813
C -1.74914 0.51506 2.93705
C -1.56078 0.49994 4.30497
C -0.65944 1.39092 4.87539
C 0.03413 2.27185 4.06608
C -0.14170 2.30583 2.68078
C 0.65359 3.30481 1.89201
C -1.09636 2.72369 -0.59925
C -1.73916 3.93569 -0.34115
C -1.48461 5.02777 -1.14597
C -0.59622 4.90467 -2.21329
C 0.01702 3.69786 -2.48400
C -0.23174 2.58147 -1.68424
C 0.38284 1.24987 -1.98322
H -4.82536 3.06219 1.70323
H -3.10494 2.79147 1.97564
H -4.28871 1.84488 2.85097
H -6.26488 1.25189 0.96653
H -6.64695 -0.36662 -0.83702
H -4.70255 -1.26764 -2.10791
H -2.43864 -0.58018 -1.50369
H -2.46724 -0.16952 2.50062
H -2.11671 -0.19326 4.92076
H -0.50139 1.40285 5.94263
H 0.74060 2.95823 4.51096
H 1.48374 3.66607 2.49567
H 0.04193 4.16195 1.60611
H 1.06883 2.88188 0.97284
H -2.42295 4.02742 0.49147
H -1.96851 5.97242 -0.94637
H -0.39153 5.76102 -2.83905
H 0.69084 3.61236 -3.32316
H 1.42415 1.36446 -2.33322
H -0.16807 0.74737 -2.79725
C 4.54686 -1.38586 -5.17408
C 3.64662 -1.37690 -3.94596
C 2.66683 -2.54039 -4.00845
S 1.41150 -2.53538 -2.69854
O 1.76023 -1.25239 -1.88020
C 1.92075 -3.90994 -1.67565
C 3.31908 -3.87949 -1.06786
C 3.45834 -2.93786 0.12139
H 5.25949 -0.56572 -5.13045
H 3.96620 -1.27307 -6.08705
H 5.11289 -2.31178 -5.24936
H 3.09905 -0.43368 -3.88018
H 4.23870 -1.45168 -3.03257
H 3.18926 -3.49423 -3.93605
H 2.10169 -2.53509 -4.94139
H 1.77997 -4.75805 -2.35406
H 1.14323 -4.00385 -0.91031
H 4.06874 -3.66908 -1.83104
H 3.52043 -4.90325 -0.74112
H 3.40201 -1.88890 -0.17037
H 4.41286 -3.09651 0.61910
H 2.67271 -3.13563 0.85480
*
```

Calculated values
HOMO energy   -11.21 eV
Lowest unoccupied orbital energy   -3.33 eV
HOMO-LUMO gap   7.88 eV

=====

#two
The following is a DFT calculation (ωB97M-V/def2-TZVPD) of a structure of composition C34H37NO5PSTi.

The geometry in ORCA input format:
```
! RIJCOSX wB97M-V def2-TZVPD def2/J DEFGRID3
* xyz 1 1
Ti 0.39721 0.99929 -0.35947
O 3.81898 2.03277 -2.11293
C 2.96916 1.71175 -1.32416
O 1.68845 1.68193 -1.53461
C 3.25637 1.35767 0.13637
C 4.44786 1.40061 0.84572
C 4.38406 1.19484 2.22289
C 3.15343 1.05650 2.85764
C 2.01034 1.03275 2.06643
N 2.10383 1.11611 0.74752
C 0.53220 1.10432 2.47292
O 0.19306 1.22503 3.62403
O -0.22389 1.10139 1.42600
H 5.37944 1.59015 0.33419
H 5.29406 1.18683 2.80427
H 3.06929 0.96584 3.92959
C 0.12938 -4.49589 1.78015
C 1.50794 -3.91980 1.66371
C 2.56472 -4.68353 2.15005
C 3.87636 -4.25579 2.07403
C 4.16554 -3.03460 1.48896
C 3.13119 -2.25326 1.00865
C 1.80234 -2.66846 1.09799
P 0.55363 -1.51141 0.40509
C -0.75545 -1.59140 1.70186
C -0.34042 -1.83140 3.01558
C -1.23937 -1.77876 4.06478
C -2.56136 -1.44631 3.82950
C -2.96949 -1.16329 2.53966
C -2.08472 -1.22238 1.47193
C -2.54701 -0.82120 0.10802
C 0.15473 -2.36378 -1.17482
C 0.35513 -3.72443 -1.40491
C 0.16875 -4.25730 -2.66574
C -0.18262 -3.43281 -3.72250
C -0.33222 -2.07408 -3.51100
C -0.16630 -1.51271 -2.24526
C -0.33698 -0.03778 -2.06045
H 0.14382 -5.54974 1.50130
H -0.59181 -3.97215 1.15791
H -0.21575 -4.43474 2.81252
H 2.34555 -5.64547 2.59040
H 4.67023 -4.87853 2.45707
H 5.18811 -2.70082 1.40793
H 3.35288 -1.30107 0.53850
H 0.69624 -2.06242 3.22762
H -0.90673 -1.99259 5.06825
H -3.26459 -1.38887 4.64479
H -3.99129 -0.87112 2.34989
H -3.62980 -0.89411 0.03028
H -2.09588 -1.46210 -0.64935
H -2.24918 0.22732 -0.06057
H 0.67334 -4.37891 -0.61172
H 0.30562 -5.31477 -2.82584
H -0.32731 -3.84865 -4.70921
H -0.58530 -1.43975 -4.34904
H -1.40386 0.19919 -2.19401
H 0.18696 0.44554 -2.90025
C -4.38280 4.67545 0.30209
C -3.15928 3.86359 -0.11567
C -1.98531 4.78161 -0.41820
S -0.42873 3.85128 -0.82086
O -0.85510 2.39842 -0.65957
C -0.36077 3.99526 -2.65025
C -1.54756 3.30427 -3.30409
C -1.23062 2.80683 -4.70972
H -5.25366 4.02895 0.36012
H -4.58556 5.46908 -0.41370
H -4.24322 5.12796 1.27902
H -3.40716 3.27407 -0.99803
H -2.88311 3.17624 0.68814
H -1.74331 5.36328 0.47101
H -2.20643 5.46816 -1.23392
H 0.57486 3.49067 -2.90730
H -0.27262 5.05220 -2.88856
H -2.40438 3.97707 -3.35021
H -1.81785 2.44061 -2.69046
H -1.00888 3.63959 -5.36947
H -2.08863 2.27128 -5.10885
H -0.37882 2.13047 -4.69968
*
```

Calculated values
HOMO energy   -11.18 eV
Lowest unoccupied orbital energy   -3.67 eV
HOMO-LUMO gap   7.51 eV

=====

Least stable structure: #two